Molecular formula: C14H24N9RuS2
Method: DFT, ωB97M-V with the def2-TZVPD basis set

```
50
Properties=species:S:1:pos:R:3:mulliken_charge:R:1
Ru -0.34 0.06 0.51 0.428
S 0.37 0.65 -1.51 -0.347
S 3.26 0.81 -2.48 0.078
N -0.36 -1.61 1.90 0.062
N 2.61 -0.08 -0.16 -1.233
N -4.69 0.38 1.08 0.085
N -4.21 1.83 -0.78 0.084
N 1.63 -0.39 0.75 0.689
N 0.13 1.78 1.42 -0.308
N -4.27 -0.56 -1.10 0.109
N -0.78 2.09 2.47 -0.532
N -2.42 0.46 0.14 1.164
C -4.57 0.74 -1.70 -0.775
C -4.99 1.67 0.45 -0.746
C 0.84 -1.65 2.54 0.496
C -1.32 -2.44 2.32 -0.061
C 0.01 -3.22 4.14 -0.266
C 2.13 0.41 -1.26 0.563
C -2.86 -0.62 -0.84 -0.802
C -2.81 1.78 -0.49 -0.859
C -1.17 -3.27 3.42 -0.991
C -5.02 -0.70 0.15 -0.746
C 1.95 -0.99 1.83 -0.294
C 2.23 1.10 -3.94 -0.864
C 1.04 -2.40 3.68 -0.793
C -3.29 0.33 1.39 -0.836
H 0.04 2.50 0.70 0.377
H 1.99 -2.36 4.19 0.459
H -4.78 -1.66 0.61 0.336
H -4.76 2.48 1.14 0.347
H 2.99 -1.09 2.14 0.477
H -2.23 1.90 -1.41 0.253
H 1.10 1.78 1.74 0.339
H 1.72 2.06 -3.88 0.340
H -0.71 3.07 2.71 0.268
H -6.05 1.71 0.21 0.351
H -5.64 0.79 -1.91 0.348
H -2.55 2.57 0.22 0.381
H 0.14 -3.82 5.03 0.463
H -1.98 -3.93 3.71 0.438
H 1.52 0.29 -4.08 0.339
H -3.02 1.16 2.04 0.198
H -2.57 -1.60 -0.44 0.335
H -6.08 -0.68 -0.07 0.345
H 2.93 1.12 -4.77 0.354
H -2.24 -2.46 1.74 0.533
H -4.02 0.85 -2.64 0.344
H -3.06 -0.61 1.88 0.459
H -2.32 -0.44 -1.77 0.374
H -0.53 1.55 3.29 0.239
```

The total energy comes out at -1931.3520 a.u. The multiplicity is 2. The gap between HOMO and LUMO (spin up / spin down) comes out at 6.5 / 6.3 eV. As for the total charge: +2. Its energy above the lowest of the compared OMol25 structures with the same formula, charge and spin is 5.7 kcal per mole.

Molecular formula: C14H24NO3PtS
Method: DFT, ωB97M-V with the def2-TZVPD basis set

```
44
Properties=species:S:1:pos:R:3:mulliken_charge:R:1
Pt 0.90 0.55 0.69 1.433
S -0.97 -1.06 1.89 0.572
O 2.03 1.33 -0.69 -0.667
O -0.02 -0.07 2.51 -0.822
O 2.07 -1.74 1.16 -0.537
N 0.33 -1.21 -0.91 0.039
C 1.85 2.70 -0.88 1.310
C 0.72 -3.33 -1.91 -0.862
C 1.00 -2.36 -0.95 0.612
C -0.26 -3.09 -2.85 -0.372
C -0.94 -1.88 -2.81 -0.890
C -2.10 -1.56 3.25 -0.723
C 2.02 3.42 0.47 -1.426
C 2.10 -2.61 0.05 -0.686
C 2.87 3.23 -1.90 -1.719
C -2.28 0.00 1.12 -0.332
C 0.42 2.96 -1.41 -1.083
C -3.49 0.01 2.05 -0.773
C -0.61 -0.97 -1.82 -0.438
C -3.50 -1.38 2.69 -0.614
H -3.37 0.76 2.84 0.347
H 0.22 4.02 -1.50 0.463
H 1.77 4.47 0.37 0.406
H 3.88 3.03 -1.55 0.423
H 1.36 2.97 1.23 0.397
H -3.69 -2.14 1.92 0.290
H -4.40 0.22 1.50 0.370
H -4.25 -1.47 3.47 0.367
H -1.85 1.00 0.97 0.242
H 3.05 3.33 0.81 0.351
H -1.71 -1.64 -3.52 0.452
H -0.50 -3.83 -3.60 0.429
H -0.31 2.51 -0.73 0.079
H 2.02 -3.65 0.40 0.378
H 0.32 2.50 -2.40 0.304
H -1.09 -0.01 -1.76 0.579
H 1.28 -4.25 -1.90 0.498
H -1.86 -2.58 3.54 0.410
H 2.73 4.30 -2.02 0.388
H -2.52 -0.46 0.17 0.318
H -1.90 -0.88 4.08 0.341
H 2.93 -1.33 1.28 0.333
H 2.73 2.73 -2.85 0.407
H 3.05 -2.52 -0.51 0.405
```

The total energy comes out at -1345.5101 a.u. The gap between HOMO and LUMO (spin up / spin down) comes out at 7.0 / 7.0 eV. As for the total charge: +1. Its energy above the lowest of the compared OMol25 structures with the same formula, charge and spin is 31.8 kcal per mole.

Molecular formula: C14H24NS
Method: DFT, ωB97M-V with the def2-TZVPD basis set

```
40
Properties=species:S:1:pos:R:3:mulliken_charge:R:1
S -2.09 -3.96 -0.02 -0.101
N -0.85 -0.92 0.19 -0.106
C -0.06 5.21 3.27 -0.382
C -0.77 -5.00 -0.72 -0.430
C -2.14 -2.58 -1.19 -1.005
C 1.85 -0.19 -2.04 -1.609
C 1.60 4.89 1.55 -0.556
C 0.83 3.89 0.99 -0.159
C -0.83 4.20 2.71 -0.540
C 0.50 0.22 -1.46 0.786
C 0.42 -0.12 0.05 -0.965
C 1.16 5.56 2.69 -0.386
C 0.58 -4.90 -0.01 -0.919
C -0.91 -1.70 -1.10 0.439
C -0.39 3.54 1.57 -0.068
C -0.69 -0.56 -2.08 -1.133
H 0.35 1.29 -1.61 0.379
H 1.98 -1.28 -2.00 0.298
H 2.55 5.16 1.10 0.377
H -1.65 -0.29 0.22 0.422
H 1.17 3.38 0.10 0.285
H -1.59 0.07 -2.10 0.308
H 0.45 -5.03 1.07 0.293
H -0.89 -1.52 1.02 0.427
H 1.23 -0.78 0.35 0.398
H -0.51 -0.90 -3.10 0.452
H 1.94 0.12 -3.08 0.429
H 2.67 0.26 -1.48 0.421
H -1.78 3.94 3.16 0.365
H -2.27 -2.91 -2.21 0.453
H -1.01 2.77 1.13 0.349
H 0.38 0.74 0.73 0.310
H 1.25 -5.67 -0.37 0.365
H 1.06 -3.93 -0.18 0.173
H -3.04 -2.02 -0.91 0.367
H -1.15 -6.02 -0.66 0.424
H 1.76 6.34 3.12 0.370
H -0.40 5.73 4.15 0.371
H -0.69 -4.76 -1.78 0.301
H -0.01 -2.31 -1.07 -0.201
```

The total energy comes out at -1000.5660 a.u. The gap between HOMO and LUMO comes out at 8.9 eV. As for the total charge: +1.

Molecular formula: C14H25BN6SiV
Method: DFT, ωB97M-V with the def2-TZVPD basis set

```
48
Properties=species:S:1:pos:R:3:mulliken_charge:R:1
V -0.31 0.15 -1.23 0.285
Si -1.76 2.17 1.46 0.132
N 0.31 -2.62 -0.71 0.071
N -0.64 -1.68 -1.14 0.500
N 1.43 0.09 -1.63 0.076
N 2.14 -1.13 -1.45 -0.020
N 1.42 -0.26 1.15 0.656
N 1.90 -1.53 1.00 -0.066
C -3.55 2.71 1.28 -1.110
C -1.79 -2.37 -1.44 -0.310
C -0.23 -3.84 -0.82 -0.201
C -1.55 -3.73 -1.25 -1.150
C -0.60 3.53 0.90 -0.988
C -1.46 0.63 0.42 -1.043
C 2.08 0.76 -2.65 -0.381
C 3.12 -1.19 -2.35 -0.172
C 1.79 0.25 2.34 -0.048
C 3.11 -0.04 -3.13 -1.075
C -1.46 1.73 3.26 -0.998
C 2.63 -1.81 2.09 -0.118
C -1.25 0.59 -2.89 -1.161
C 2.58 -0.72 2.96 -1.211
B 1.77 -2.21 -0.39 -0.051
H -4.24 1.97 1.72 0.303
H 3.76 0.17 -3.96 0.398
H 0.45 3.26 1.11 0.268
H 2.51 -3.16 -0.48 -0.124
H -0.52 1.08 -3.56 0.259
H -0.54 1.16 3.40 0.266
H 1.47 1.23 2.68 0.622
H -2.35 0.42 -0.23 0.384
H 0.59 0.01 0.60 -0.134
H -0.71 3.71 -0.17 0.281
H -3.72 3.66 1.79 0.310
H -1.39 -0.25 1.10 0.580
H -0.84 4.46 1.44 0.359
H -2.66 -1.84 -1.79 0.433
H 3.12 -2.77 2.19 0.480
H 1.74 1.74 -2.94 0.555
H -1.40 2.65 3.86 0.311
H 3.77 -2.06 -2.35 0.415
H -3.83 2.84 0.22 0.304
H -2.26 -4.53 -1.40 0.393
H 3.01 -0.67 3.94 0.393
H -2.04 1.31 -2.63 0.271
H -1.68 -0.31 -3.37 0.313
H -2.30 1.14 3.65 0.304
H 0.39 -4.70 -0.61 0.440
```

The total energy comes out at -2135.2705 a.u. The multiplicity is 4. The gap between HOMO and LUMO (spin up / spin down) comes out at 4.6 / 8.5 eV. Its energy above the lowest of the compared OMol25 structures with the same formula, charge and spin is 0.0 kcal per mole.

Molecular formula: C14H25BrN3O2
Method: DFT, ωB97M-V with the def2-TZVPD basis set

```
45
Properties=species:S:1:pos:R:3:mulliken_charge:R:1
Br -4.23 -1.41 1.62 -0.043
O 5.22 -0.04 0.95 -0.287
O 5.86 1.70 2.42 -0.477
N 0.06 -0.64 -0.53 0.450
N -1.34 0.21 1.40 -0.205
N -2.42 -0.70 -0.61 0.281
C -1.78 -0.09 -3.06 -0.781
C -4.32 1.06 -0.16 -0.300
C -1.29 -0.40 0.06 -0.711
C 0.70 -1.88 0.03 -0.432
C 1.54 -1.67 1.37 -0.346
C 0.93 0.57 -0.43 -0.808
C -3.82 -0.47 -0.13 -0.576
C 5.98 1.13 1.29 0.182
C 3.59 1.15 -0.59 -0.426
C -3.98 1.96 1.12 -0.893
C 2.44 -1.42 2.32 -0.370
C 4.79 0.06 -0.46 -0.559
C 2.32 0.43 -1.31 -0.641
C -2.22 -1.28 -2.00 -0.278
H 1.13 0.95 0.64 0.450
H -3.07 2.64 0.83 0.207
H -3.65 1.39 2.06 0.278
H 1.39 -2.33 -0.79 0.476
H 3.98 1.98 -1.32 0.315
H -4.85 2.71 1.31 0.304
H 3.33 1.68 0.39 0.347
H -1.22 1.23 1.35 0.245
H 3.05 -1.01 3.21 0.363
H -1.43 -2.14 -2.00 0.300
H -0.67 -0.21 2.06 0.292
H 0.35 1.43 -0.96 0.338
H -0.71 -0.24 -3.45 0.229
H -4.50 -1.03 -0.89 0.495
H 4.54 -0.98 -0.88 0.305
H -3.90 1.55 -1.14 0.209
H -3.18 -1.73 -2.44 0.451
H 5.71 0.44 -1.06 0.310
H -2.57 0.02 -3.90 0.296
H 2.54 -0.66 -1.63 0.306
H 6.70 1.59 0.52 0.337
H 2.15 1.01 -2.31 0.380
H -0.15 -2.66 0.24 0.411
H -1.81 0.89 -2.44 0.203
H -5.48 1.04 -0.31 0.373
```

The total energy comes out at -3436.6965 a.u. The gap between HOMO and LUMO comes out at 8.5 eV. As for the total charge: +1. Its energy above the lowest of the compared OMol25 structures with the same formula, charge and spin is 38.5 kcal per mole. Its SMILES is C#CCN(CCCCOC=O)/C(N)=[N+](\CC)[C@@H](Br)CC.